(1)
Entry from the Open Molecules 2025 dataset: a structure of composition C4H14N2O2 in a non-equilibrium geometry (ωB97M-V with the def2-TZVPD basis set).

Last column: natural (NBO) charge in e.
Cartesian coordinates (Å):
1 C 2.261 -0.619 -0.351  0.774
2 N 2.292 0.185 -1.461  -0.847
3 N 3.187 -0.302 0.613  -0.850
4 O 1.479 -1.535 -0.220  -0.656
5 H -0.362 -0.188 0.292  0.191
6 H 1.029 2.082 0.873  0.001
7 H 2.714 1.096 -1.386  0.381
8 H 1.452 0.144 -2.019  0.416
9 H 3.990 0.253 0.369  0.383
10 H 3.321 -0.993 1.331  0.403
11 C -1.401 -0.146 -0.040  0.090
12 C -1.967 -1.563 -0.047  -0.630
13 C -2.201 0.770 0.886  -0.631
14 O -1.337 0.388 -1.352  -0.729
15 H -2.226 0.364 -1.725  0.458
16 H 1.273 2.807 1.037  -0.003
17 H -1.347 -2.198 -0.672  0.230
18 H -2.148 0.407 1.909  0.210
19 H -1.968 -1.967 0.960  0.211
20 H -2.987 -1.567 -0.429  0.189
21 H -1.802 1.782 0.851  0.213
22 H -3.248 0.800 0.581  0.194

E: -11450.445 eV
frontier orbital gap: 0.401 Eh
total charge: 0



(2)
Entry from the Open Molecules 2025 dataset: a cluster of 2 separate species, C4H14N2OS in total in a non-equilibrium geometry (ωB97M-V with the def2-TZVPD basis set).

Last column: natural (NBO) charge in e.
Cartesian coordinates (Å):
1 C 2.046 -0.380 0.075  -0.659
2 C 0.596 -0.818 0.359  -0.057
3 C -0.129 -1.485 -0.861  -0.518
4 S -0.060 -0.414 -2.322  -0.061
5 N 0.002 0.376 0.977  -0.641
6 C -1.275 0.199 1.770  -0.081
7 N -2.583 -0.026 1.208  -0.850
8 H 2.415 -1.341 -0.413  0.200
9 H 2.278 0.615 -0.384  0.256
10 H 2.637 -0.053 1.043  0.237
11 H 0.489 -1.638 1.168  0.198
12 H 0.562 -2.352 -1.114  0.214
13 H -1.105 -1.750 -0.753  0.213
14 H -1.180 -0.614 -2.840  0.105
15 H -0.245 1.043 0.240  0.361
16 H -1.230 -0.552 2.644  0.184
17 H -1.276 1.161 2.340  0.191
18 H -3.142 0.639 0.764  0.365
19 H -2.581 -0.814 0.728  0.338
20 H 0.627 3.085 -1.433  0.461
21 H 1.723 2.383 -2.026  0.468
22 O 1.432 2.737 -1.170  -0.924

structure (SMILES): C[C@H](CS)NCN.O
E: -20235.874 eV
frontier orbital gap: 0.337 Eh
total charge: 0



(3)
Entry from the Open Molecules 2025 dataset: a cluster of 2 separate species, C4H14N2OS in total in a non-equilibrium geometry (ωB97M-V with the def2-TZVPD basis set).

Last column: natural (NBO) charge in e.
Cartesian coordinates (Å):
1 C 1.713 0.382 -0.027  -0.228
2 N 0.771 1.026 0.886  -0.619
3 C -0.058 2.030 0.218  -0.233
4 C -1.542 1.859 0.501  -0.506
5 S -2.250 0.289 -0.165  -0.088
6 C 1.228 -0.837 -0.841  -0.246
7 N 2.321 -1.413 -1.589  -0.849
8 H 2.197 1.125 -0.669  0.182
9 H 2.597 0.009 0.503  0.174
10 H -2.823 0.715 -1.298  0.129
11 H 0.215 2.132 -0.836  0.187
12 H 0.150 3.019 0.643  0.187
13 H -1.663 1.692 1.571  0.219
14 H -2.148 2.681 0.126  0.233
15 H 0.386 -0.616 -1.494  0.202
16 H 0.859 -1.530 -0.074  0.188
17 H 2.420 -1.028 -2.515  0.361
18 H 0.135 0.289 1.178  0.342
19 H 3.214 -1.418 -1.120  0.355
20 H -0.452 -2.479 1.891  0.474
21 H 0.827 -3.115 1.205  0.475
22 O -0.129 -3.052 1.196  -0.940

structure (SMILES): NCCNCCS.O
E: -20237.127 eV
frontier orbital gap: 0.341 Eh
total charge: 0



(4)
Entry from the Open Molecules 2025 dataset: the ion C4H14N2P with charge +1 in a non-equilibrium geometry (ωB97M-V with the def2-TZVPD basis set).

Last column: natural (NBO) charge in e.
Cartesian coordinates (Å):
1 C 2.180 0.536 -0.157  -1.004
2 C 1.731 -2.006 -1.021  -0.949
3 C -1.063 0.255 0.811  -0.290
4 C -2.249 0.568 -0.078  -0.219
5 N -0.103 -0.731 0.396  -0.878
6 N -2.822 1.816 0.382  -0.832
7 P 0.853 -0.326 -1.093  1.094
8 H 2.691 0.029 0.635  0.264
9 H 1.708 1.472 0.180  0.257
10 H 2.779 0.895 -1.031  0.286
11 H 2.727 -1.805 -1.424  0.267
12 H 1.226 -2.949 -1.270  0.266
13 H 1.960 -2.173 0.105  0.223
14 H -1.344 -0.190 1.794  0.225
15 H -0.696 1.302 0.990  0.262
16 H -2.981 -0.163 -0.194  0.198
17 H -0.520 -1.714 0.222  0.442
18 H -1.848 0.716 -1.239  0.193
19 H 0.707 -0.931 1.068  0.448
20 H -3.263 1.692 1.292  0.364
21 H -3.680 2.061 -0.155  0.384

E: -16631.114 eV
frontier orbital gap (spin up / spin down): 0.220 / 0.214 Eh
multiplicity: 3
total charge: +1



Repeat the first record exactly.
Entry from the Open Molecules 2025 dataset: a structure of composition C4H14N2O2 in a non-equilibrium geometry (ωB97M-V with the def2-TZVPD basis set).

Last column: natural (NBO) charge in e.
Cartesian coordinates (Å):
1 C 2.261 -0.619 -0.351  0.774
2 N 2.292 0.185 -1.461  -0.847
3 N 3.187 -0.302 0.613  -0.850
4 O 1.479 -1.535 -0.220  -0.656
5 H -0.362 -0.188 0.292  0.191
6 H 1.029 2.082 0.873  0.001
7 H 2.714 1.096 -1.386  0.381
8 H 1.452 0.144 -2.019  0.416
9 H 3.990 0.253 0.369  0.383
10 H 3.321 -0.993 1.331  0.403
11 C -1.401 -0.146 -0.040  0.090
12 C -1.967 -1.563 -0.047  -0.630
13 C -2.201 0.770 0.886  -0.631
14 O -1.337 0.388 -1.352  -0.729
15 H -2.226 0.364 -1.725  0.458
16 H 1.273 2.807 1.037  -0.003
17 H -1.347 -2.198 -0.672  0.230
18 H -2.148 0.407 1.909  0.210
19 H -1.968 -1.967 0.960  0.211
20 H -2.987 -1.567 -0.429  0.189
21 H -1.802 1.782 0.851  0.213
22 H -3.248 0.800 0.581  0.194

E: -11450.445 eV
frontier orbital gap: 0.401 Eh
total charge: 0



Question: Among the records above, which one has the highest E?
Answer: C4H14N2O2



Question: Which of these has the highest total charge?
Answer: C4H14N2P



Question: total charge of number 4 (C4H14N2P)?
Answer: +1